# C3H8NS

A 2-piece molecular cluster, C3H8NS overall (ωB97M-V with the def2-TZVPD basis set, OMol25).

Geometry as XYZ:
```
13
Properties=species:S:1:pos:R:3:mulliken_charge:R:1
C 2.66234 0.17989 0.44047 -0.09
C -2.03043 -0.43795 -0.56925 -0.04
C -2.85080 -0.12189 0.63354 -0.98
N 2.92270 0.44085 -0.79052 -0.17
S -0.68023 0.28113 -0.96579 -0.31
H 2.28233 0.83912 1.17774 0.31
H 2.98415 -0.70263 0.95618 0.26
H -2.34214 -1.14673 -1.26023 0.39
H -2.36480 0.68516 1.11789 0.32
H -2.77595 -0.95726 1.33111 0.30
H -3.82332 0.03713 0.47102 0.35
H 3.36428 -0.42935 -1.32015 0.35
H 2.65187 1.33252 -1.22200 0.31
```

Values from the calculation:
Kohn-Sham gap (eV): 6.4
Charge: +1
LUMO (Ha): -0.2100
Relative energy (zero: lowest compared OMol25 entry of this formula, charge and spin) (kcal/mol): 38.78
HOMO (eV): -12.07